{"formula": "C5H8NO", "method": "ωB97M-V/def2-TZVPD", "homo_ev": [-15.6610, -15.6609], "e_above_lowest_kcal_mol": 152.3, "smiles": "O=[N+]1CC12CCC2", "charge": 1, "gap_ev": [7.39, 7.39], "symbols": ["O", "N", "C", "C", "C", "C", "C", "H", "H", "H", "H", "H", "H", "H", "H"], "coordinates": [[2.8788, 0.7173, 0.1669], [1.8228, -0.1361, 0.1745], [1.3181, -1.3185, -0.3799], [0.4440, -0.1810, -0.0203], [-0.6791, -0.1772, 0.9909], [-1.5166, 0.8482, 0.2054], [-0.4463, 0.7476, -0.9351], [1.4280, -2.2923, 0.2801], [1.7080, -1.6660, -1.3628], [-0.4716, 0.1762, 2.0212], [-1.3092, -1.0593, 1.0724], [-2.5111, 0.5057, -0.0272], [-1.5827, 1.8435, 0.6640], [-0.9815, 0.2494, -1.8211], [-0.1015, 1.7425, -1.0289]], "forces_ev_per_angstrom": [[-6.57, -5.46, 0.26], [6.68, 6.10, -0.69], [2.31, -4.55, 0.29], [-2.32, 0.77, -0.85], [-1.84, 0.84, 2.29], [0.83, 0.12, 0.20], [-2.05, -0.65, 0.17], [-0.70, 2.11, -0.68], [-0.41, 0.97, 0.30], [0.49, -0.44, -0.61], [0.85, -0.66, -0.12], [-0.18, -0.07, -0.22], [0.12, -0.36, -0.18], [1.78, 0.63, 0.94], [1.02, 0.66, -1.08]]}